No. 1
# C10H15NOS2

A structure of composition C10H15NOS2 at a distorted geometry (the ωB97M-V functional and the def2-TZVPD basis, the OMol25 dataset).

Summary:
highest occupied orbital energy (alpha / beta) = -0.241 / -0.239 Eh
orbital gap (alpha / beta) = 6.368 / 6.363 eV
energy relative to the best compared isomer or geometry (same formula, charge and spin) = 3.701 eV

Last column: Löwdin charge in e.
Element x y z (Å)
C (-1.390, -0.796, 0.030)  -0.1137
C (-0.753, -1.781, -0.727)  -0.3278
C (-1.053, 1.356, -2.736)  -0.2686
C (-1.941, 0.095, 0.602)  -0.1003
C (0.033, -0.765, -2.742)  -0.8104
C (-2.518, 1.124, 1.452)  -0.0878
C (1.070, 0.105, 2.492)  -0.1952
C (2.324, -2.234, -0.690)  -0.2739
C (0.150, 0.683, -2.194)  -0.1909
C (1.633, -0.423, 1.248)  -0.5070
N (-1.691, 2.082, -1.921)  0.1089
O (-0.339, -1.811, -2.029)  -0.1368
S (0.712, -1.124, -4.213)  0.6797
S (1.159, -1.901, 0.627)  0.9881
H (-0.924, -2.871, -0.471)  0.1324
H (-1.059, 1.404, -3.894)  0.1433
H (-1.736, 1.707, 1.795)  0.0267
H (-3.326, 1.689, 0.800)  0.1219
H (-3.000, 0.481, 2.279)  0.1149
H (1.813, 0.485, 3.190)  0.0749
H (0.382, 0.937, 2.385)  0.0496
H (0.455, -0.666, 2.843)  0.0450
H (1.650, -2.765, -1.385)  0.0493
H (3.027, -2.869, -0.123)  0.0524
H (2.702, -1.198, -0.871)  0.0575
H (0.193, 0.712, -1.128)  0.0761
H (1.138, 1.074, -2.779)  0.1567
H (2.478, 0.054, 0.653)  0.0764
H (-2.568, 2.449, -2.298)  0.0588



No. 2
# C4H4CuO2

A structure of composition C4H4CuO2 at a distorted geometry (the ωB97M-V functional and the def2-TZVPD basis, the OMol25 dataset).

Summary:
highest occupied orbital energy (alpha / beta) = -0.315 / -0.344 Eh
2S+1 = 2
orbital gap (alpha / beta) = 7.130 / 7.666 eV
energy relative to the best compared isomer or geometry (same formula, charge and spin) = 0.000 eV

Last column: Löwdin spin population.
Element x y z (Å)
C (-1.870, -0.134, 0.226)  0.2081
C (-0.690, -0.412, 0.762)  0.0423
C (0.500, 0.291, 0.354)  0.4878
C (0.922, 0.169, -1.068)  0.0304
O (1.867, 1.036, -1.275)  0.0646
O (0.518, -0.691, -1.831)  0.0743
H (-2.021, 0.768, -0.329)  0.0114
H (-2.651, -0.861, 0.317)  0.0119
H (-0.586, -1.143, 1.542)  0.0045
H (1.377, -0.152, 0.870)  0.0236
Cu (2.635, 1.130, 0.431)  0.0412



No. 3
# C56H44BrDyI2N6OP2Te

A structure of composition C56H44BrDyI2N6OP2Te at a distorted geometry (the ωB97M-V functional and the def2-TZVPD basis, the OMol25 dataset).

Summary:
net charge = +2
highest occupied orbital energy (alpha / beta) = -0.422 / -0.418 Eh
2S+1 = 6
orbital gap (alpha / beta) = 6.413 / 5.397 eV

Last column: Löwdin spin population.
Element x y z (Å)
Dy (0.297, 1.001, 0.425)  4.4157
I (-1.428, 1.394, 3.715)  -0.0377
C (-0.513, 0.433, 5.312)  -0.0021
I (1.154, 1.400, 6.077)  -0.0007
H (-0.201, -0.523, 4.930)  -0.0003
H (-1.248, 0.277, 6.104)  -0.0004
C (8.367, -10.616, -0.847)  0.0000
O (7.502, -10.006, -1.786)  0.0000
C (6.816, -8.936, -1.396)  0.0000
C (5.985, -8.359, -2.375)  0.0000
C (5.232, -7.254, -2.088)  0.0000
C (5.215, -6.701, -0.822)  0.0000
C (6.025, -7.264, 0.159)  0.0000
C (6.858, -8.338, -0.120)  0.0000
C (4.305, -5.580, -0.603)  -0.0001
N (3.582, -4.987, -1.524)  -0.0001
C (2.900, -4.005, -0.863)  -0.0002
C (3.215, -3.994, 0.486)  -0.0001
N (4.123, -5.007, 0.633)  0.0000
C (2.713, -3.029, 1.357)  -0.0008
C (3.098, -2.898, 2.710)  0.0007
C (2.637, -1.859, 3.457)  -0.0002
C (1.821, -0.911, 2.851)  -0.0036
N (1.435, -0.981, 1.608)  -0.0389
C (1.838, -2.016, 0.838)  -0.0030
C (1.515, -2.028, -0.607)  -0.0031
N (0.718, -1.022, -1.065)  -0.0334
C (0.412, -1.013, -2.359)  0.0042
C (0.901, -1.957, -3.268)  0.0006
C (1.721, -2.943, -2.812)  0.0000
C (2.042, -3.014, -1.468)  -0.0005
H (8.830, -11.435, -1.382)  0.0000
H (7.803, -11.023, 0.013)  0.0000
H (9.137, -9.951, -0.484)  0.0000
H (5.947, -8.855, -3.329)  0.0000
H (4.557, -6.869, -2.871)  0.0000
H (6.049, -6.885, 1.153)  0.0000
H (7.510, -8.726, 0.632)  0.0000
H (4.516, -5.328, 1.478)  0.0000
H (3.787, -3.587, 3.149)  0.0000
H (2.894, -1.696, 4.482)  -0.0001
H (1.561, -0.026, 3.418)  -0.0006
H (-0.304, -0.239, -2.664)  0.0073
H (0.639, -1.877, -4.322)  -0.0001
H (2.132, -3.714, -3.464)  0.0000
Te (-3.118, 4.132, -2.377)  0.0067
C (-5.168, 4.200, -2.048)  0.0251
C (-5.843, 5.399, -1.923)  0.0014
C (-7.225, 5.378, -1.679)  0.0019
N (-7.960, 4.270, -1.543)  -0.0004
C (-7.284, 3.129, -1.571)  0.0018
C (-5.917, 3.038, -1.852)  0.0055
C (-2.741, 2.751, -0.805)  0.4765
P (-2.059, 3.237, 0.746)  0.0238
C (-0.559, 4.313, 0.367)  0.0130
C (-0.206, 5.119, 1.440)  0.0033
C (0.963, 5.871, 1.456)  -0.0012
C (1.831, 5.882, 0.365)  -0.0014
C (1.456, 5.125, -0.775)  -0.0023
C (0.289, 4.358, -0.743)  -0.0086
C (-3.262, 4.408, 1.421)  0.0105
C (-3.411, 5.779, 1.128)  0.0017
C (-4.505, 6.458, 1.676)  0.0006
C (-5.438, 5.773, 2.447)  0.0029
C (-5.317, 4.421, 2.683)  0.0000
C (-4.230, 3.746, 2.208)  0.0043
P (-2.399, 1.075, -1.226)  0.1504
C (-3.161, 0.520, -2.789)  0.0145
C (-2.529, 1.003, -3.939)  0.0035
C (-2.864, 0.490, -5.198)  -0.0002
C (-3.809, -0.506, -5.329)  0.0032
C (-4.524, -0.922, -4.187)  0.0011
C (-4.207, -0.398, -2.918)  0.0036
C (-3.088, -0.008, 0.080)  0.0319
C (-2.330, -1.164, 0.326)  -0.0005
C (-2.662, -2.047, 1.331)  -0.0023
C (-3.743, -1.797, 2.159)  0.0046
C (-4.518, -0.653, 1.928)  -0.0023
C (-4.192, 0.261, 0.911)  0.0103
H (-5.364, 6.349, -2.087)  0.0000
H (-7.730, 6.305, -1.625)  0.0002
H (-7.825, 2.195, -1.439)  0.0002
H (-5.484, 2.044, -1.904)  0.0005
H (-0.849, 5.143, 2.321)  0.0002
H (1.147, 6.498, 2.317)  0.0001
H (2.706, 6.518, 0.392)  -0.0001
H (2.054, 5.226, -1.649)  0.0000
H (-0.042, 3.872, -1.663)  -0.0009
H (-2.698, 6.261, 0.502)  -0.0001
H (-4.648, 7.509, 1.467)  0.0000
H (-6.325, 6.284, 2.814)  0.0002
H (-6.047, 3.911, 3.268)  0.0000
H (-4.147, 2.683, 2.376)  -0.0003
H (-1.647, 1.631, -3.871)  -0.0002
H (-2.309, 0.824, -6.066)  -0.0001
H (-4.009, -0.977, -6.279)  0.0002
H (-5.260, -1.724, -4.261)  0.0001
H (-4.796, -0.733, -2.045)  0.0001
H (-1.506, -1.344, -0.332)  0.0012
H (-2.081, -2.946, 1.487)  -0.0001
H (-3.984, -2.467, 3.015)  0.0002
H (-5.393, -0.455, 2.538)  0.0001
H (-4.885, 1.077, 0.696)  0.0010
Br (3.057, 1.532, -1.343)  -0.0382
C (3.352, 2.476, 0.292)  -0.0050
C (4.509, 3.208, 0.483)  -0.0007
C (4.693, 3.835, 1.716)  0.0005
C (3.695, 3.691, 2.680)  -0.0006
C (2.569, 2.952, 2.375)  -0.0034
N (2.398, 2.334, 1.201)  -0.0400
H (5.279, 3.236, -0.286)  -0.0003
H (5.599, 4.404, 1.910)  0.0000
H (3.822, 4.125, 3.647)  -0.0001
H (1.784, 2.828, 3.114)  -0.0003